Here is a cluster of 3 separate species, C2H5N in total at a distorted geometry from OMol25. Energies are from the ωB97M-V functional and the def2-TZVPD basis.

Element x y z (Å)
C: -0.7293 1.0553 -0.1686
C: 0.3971 0.3910 -0.1512
N: -1.5824 1.8903 -0.0532
H: 1.4877 -3.1032 0.5602
H: 0.8337 -2.5397 0.5648
H: 1.2915 0.9764 -0.0277
H: 0.5241 -0.6192 0.1137
H: -2.2224 1.9491 -0.8380

Values from the calculation:
- electronic energy (a.u.) = -133.85195
- strongest force on any atom (eV/Å) = 3.191
- HOMO-LUMO gap (eV) = 10.005
- lowest unoccupied orbital energy (eV) = 0.9577
- ΔE to the lowest compared entry with this formula, charge and spin (kcal per mole) = 51.1